Here is a molecular structure, C4H6FNOS from OMol25. Energies are from wB97M-V/def2-TZVPD.

Last column: Mulliken charge in e.
Geometry (Å):
C: 2.3598 -1.3126 0.8559  -0.566
C: 0.6880 -0.0854 -0.3211  0.113
C: 0.5862 1.2180 -0.2693  -0.126
C: -0.5247 -0.9551 -0.7971  0.000
H: 3.2343 -2.0131 0.3887  0.211
H: 3.0636 -0.3692 1.6336  0.194
H: 1.3223 -1.7455 1.3588  0.301
H: -0.2391 1.8202 -0.4260  0.377
H: -0.1582 -1.8053 -1.3380  0.400
H: -3.7559 -0.3428 0.1814  0.195
N: -1.7184 -0.9997 -0.4528  -0.364
O: 1.9409 -0.6963 -0.3440  -0.338
F: 1.5557 2.1568 -0.0563  -0.235
S: -2.4764 0.2765 0.4887  -0.162

Atomic forces in eV per Å
1.628 0.805 0.953
-0.073 -1.174 -1.176
1.180 1.936 0.397
3.183 0.463 1.569
-2.382 1.026 2.027
-2.540 -3.034 -2.086
3.329 0.608 -0.659
-2.276 0.196 -0.321
0.155 -0.458 -0.570
1.884 1.244 0.779
-1.814 1.201 0.341
-1.214 0.662 -0.156
0.477 -1.390 0.090
-1.536 -2.085 -1.187

Properties
HOMO-LUMO gap: 9.86 eV
Total charge: 0